Entry from the OMol25 dataset: a 10-piece molecular cluster, C20H39N3O32S7 overall (ωB97M-V/def2-TZVPD).

Each atom is followed by the atoms it is bonded to, with distances in Å.
Atoms and positions in Å:
1 C -2.000 -0.858 6.067  N2 1.483, H5 1.090, H6 1.083, H7 1.088
2 N -1.742 0.085 4.951  C1 1.483, O3 1.214, O4 1.211
3 O -0.789 0.828 5.072  N2 1.214
4 O -2.461 0.001 3.981  N2 1.211
5 H -2.911 -0.560 6.585  C1 1.090
6 H -1.159 -0.852 6.750  C1 1.083
7 H -2.233 -1.827 5.631  C1 1.088
8 C 0.817 -1.984 3.790  N9 1.488, H12 1.088, H13 1.090, H14 1.089
9 N 2.066 -1.361 4.306  C8 1.488, O10 1.201, O11 1.215
10 O 2.976 -1.255 3.529  N9 1.201
11 O 1.997 -0.928 5.439  N9 1.215
12 H -0.067 -1.922 4.421  C8 1.088
13 H 0.913 -3.055 3.613  C8 1.090
14 H 0.466 -1.563 2.849  C8 1.089
15 C -0.372 1.065 1.504  C16 1.534, O21 1.416, H22 1.087, H23 1.091
16 C -1.347 0.962 0.325  C15 1.534, O17 1.440, H24 1.086, H25 1.085
17 O -0.520 0.739 -0.834  C16 1.440, S18 1.638
18 S 1.088 0.769 -0.526  O17 1.638, O19 1.449, O20 1.434, O21 1.624
19 O 1.618 2.096 -0.766  S18 1.449
20 O 1.713 -0.384 -1.106  S18 1.434
21 O 0.859 0.521 1.063  C15 1.416, S18 1.624
22 H -0.780 0.534 2.362  C15 1.087
23 H -0.252 2.092 1.853  C15 1.091
24 H -1.925 1.862 0.136  C16 1.086
25 H -1.978 0.079 0.342  C16 1.085
26 C 1.414 -3.903 -1.792  C27 1.542, O32 1.403, H33 1.089, H34 1.087
27 C 0.115 -4.681 -2.085  C26 1.542, O28 1.454, H35 1.088, H36 1.088
28 O -0.663 -4.693 -0.856  C27 1.454, S29 1.601
29 S 0.130 -3.994 0.346  O28 1.601, O30 1.450, O31 1.419, O32 1.627
30 O 0.993 -4.950 1.013  S29 1.450
31 O -0.604 -3.078 1.143  S29 1.419
32 O 1.094 -3.147 -0.655  C26 1.403, S29 1.627
33 H 1.550 -3.172 -2.588  C26 1.089
34 H 2.273 -4.558 -1.674  C26 1.087
35 H 0.263 -5.699 -2.439  C27 1.088
36 H -0.539 -4.199 -2.808  C27 1.088
37 C -0.806 3.380 -2.802  C38 1.524, O43 1.413, H44 1.099, H45 1.086
38 C 0.236 4.290 -2.162  C37 1.524, O39 1.424, H46 1.094, H47 1.084
39 O -0.002 5.544 -2.793  C38 1.424, S40 1.582
40 S -0.299 5.292 -4.327  O39 1.582, O41 1.433, O42 1.432, O43 1.666
41 O 0.945 5.244 -5.036  S40 1.433
42 O -1.329 6.178 -4.778  S40 1.432
43 O -0.859 3.730 -4.169  C37 1.413, S40 1.666
44 H -1.768 3.618 -2.327  C37 1.099
45 H -0.609 2.320 -2.671  C37 1.086
46 H 1.209 3.897 -2.475  C38 1.094
47 H 0.242 4.294 -1.078  C38 1.084
48 C -5.296 1.843 1.760  C49 1.540, O54 1.433, H55 1.091, H56 1.086
49 C -4.911 2.022 3.240  C48 1.540, O50 1.426, H57 1.092, H58 1.092
50 O -3.940 3.067 3.268  C49 1.426, S51 1.604
51 S -3.875 3.835 1.861  O50 1.604, O52 1.438, O53 1.441, O54 1.596
52 O -2.561 4.246 1.449  S51 1.438
53 O -4.941 4.803 1.799  S51 1.441
54 O -4.262 2.523 1.039  C48 1.433, S51 1.596
55 H -6.305 2.228 1.602  C48 1.091
56 H -5.258 0.830 1.373  C48 1.086
57 H -4.653 1.040 3.641  C49 1.092
58 H -5.703 2.372 3.906  C49 1.092
59 C 5.922 -1.170 0.263  C60 1.530, O65 1.408, H66 1.090, H67 1.090
60 C 4.429 -0.868 0.404  C59 1.530, O61 1.441, H68 1.088, H69 1.085
61 O 4.004 -2.037 1.130  C60 1.441, S62 1.618
62 S 4.826 -3.388 0.786  O61 1.618, O63 1.437, O64 1.431, O65 1.658
63 O 4.094 -4.166 -0.176  S62 1.437
64 O 5.333 -3.984 1.984  S62 1.431
65 O 6.046 -2.553 0.034  C59 1.408, S62 1.658
66 H 6.449 -0.863 1.167  C59 1.090
67 H 6.266 -0.616 -0.611  C59 1.090
68 H 3.963 -0.909 -0.579  C60 1.088
69 H 4.208 0.083 0.877  C60 1.085
70 C -0.064 -1.471 -4.178  C71 1.527, O76 1.444, H77 1.091, H78 1.085
71 C -0.593 -0.339 -5.054  C70 1.527, O72 1.412, H79 1.095, H80 1.091
72 O -1.546 0.299 -4.231  C71 1.412, S73 1.623
73 S -2.370 -0.787 -3.349  O72 1.623, O74 1.429, O75 1.434, O76 1.643
74 O -3.518 -1.294 -4.031  S73 1.429
75 O -2.557 -0.089 -2.111  S73 1.434
76 O -1.185 -1.925 -3.389  C70 1.444, S73 1.643
77 H 0.620 -1.006 -3.466  C70 1.091
78 H 0.335 -2.289 -4.768  C70 1.085
79 H -1.023 -0.609 -6.024  C71 1.095
80 H 0.178 0.372 -5.355  C71 1.091
81 C -3.800 -3.968 0.222  C82 1.523, O87 1.426, H88 1.098, H89 1.088
82 C -3.458 -2.615 -0.387  C81 1.523, O83 1.442, H90 1.090, H91 1.087
83 O -3.615 -1.646 0.669  C82 1.442, S84 1.627
84 S -4.332 -2.325 1.962  O83 1.627, O85 1.434, O86 1.436, O87 1.615
85 O -5.439 -1.568 2.469  S84 1.434
86 O -3.292 -2.680 2.886  S84 1.436
87 O -4.821 -3.640 1.162  C81 1.426, S84 1.615
88 H -2.960 -4.392 0.787  C81 1.098
89 H -3.962 -4.820 -0.435  C81 1.088
90 H -4.122 -2.379 -1.218  C82 1.090
91 H -2.417 -2.486 -0.676  C82 1.087
92 N 4.811 4.677 -1.660  C93 1.376, C96 1.364, H97 1.003
93 C 4.269 3.496 -2.110  N92 1.376, C94 1.373, H98 1.076
94 C 5.112 2.480 -1.735  C93 1.373, C95 1.422, H99 1.079
95 C 6.263 3.057 -1.132  C94 1.422, C96 1.375, H100 1.076
96 C 6.011 4.408 -1.069  N92 1.364, C95 1.375, H101 1.080
97 H 4.544 5.583 -1.998  N92 1.003
98 H 3.350 3.584 -2.664  C93 1.076
99 H 4.978 1.428 -1.931  C94 1.079
100 H 7.174 2.547 -0.871  C95 1.076
101 H 6.632 5.266 -0.856  C96 1.080

For the highest occupied orbital energy, the calculation gives -8.4 eV. Its relative energy (zero: lowest compared OMol25 entry of this formula, charge and spin) is 0.0 kJ/mol. For the lowest unoccupied orbital energy, the calculation gives -0.16 eV. As for the total energy: -167195.9299 eV. Its orbital gap is 8.2 eV.

Mulliken atomic charge list, values in e, 5 entries:
1 C -0.9796
2 N 0.8254
3 O -0.5037
4 O -0.3439
5 H 0.3007